1.
{
  "formula": "C7H7ClF3N2O2",
  "method": "ωB97M-V/def2-TZVPD",
  "elements": ["C", "C", "C", "C", "C", "C", "C", "N", "N", "O", "O", "F", "F", "F", "Cl", "H", "H", "H", "H", "H", "H", "H"],
  "xyz": [[-0.150, -0.938, -0.876], [-1.473, -1.072, -0.871], [-1.591, 1.503, -0.506], [-0.263, 1.545, -0.350], [0.637, 0.211, -0.424], [-2.263, 0.187, -0.598], [-2.996, 0.030, 1.322], [-3.554, 0.307, -1.281], [1.166, 0.064, 0.970], [-3.863, -0.629, -1.962], [-4.357, 1.167, -0.962], [-1.850, 0.115, 1.957], [-3.882, 0.955, 1.592], [-3.513, -1.146, 1.521], [0.675, 3.021, -0.118], [0.530, -1.698, -1.281], [-2.028, -1.941, -1.349], [-2.188, 2.324, -0.440], [1.611, 0.266, -1.074], [2.066, -0.290, 1.031], [0.660, -0.475, 1.592], [1.266, 1.162, 1.232]],
  "forces_ev_per_angstrom": [[0.681, -1.763, -0.349], [-0.988, 0.897, -1.449], [2.698, -2.718, 0.218], [1.030, -1.081, -0.937], [-0.108, 2.341, -1.136], [-0.936, 0.092, 3.450], [0.505, -0.063, -3.316], [-2.122, -0.714, 0.577], [0.559, 5.217, -0.708], [0.179, -1.017, -1.269], [1.284, 0.738, -0.124], [0.284, 0.576, 1.003], [1.028, -0.066, 0.167], [-0.158, -0.485, -0.208], [-0.527, -0.919, 0.078], [-0.753, -0.281, 0.273], [0.888, 1.195, 1.000], [-1.577, 2.316, 0.038], [-2.012, 0.551, 1.027], [2.540, -0.957, -0.282], [-2.219, -0.984, 1.724], [-0.275, -2.875, 0.224]],
  "mulliken_charge": [-0.72, -0.58, -0.80, -0.26, -0.02, 0.63, 0.80, 0.99, -0.15, -0.59, -0.55, -0.22, -0.16, -0.21, -0.13, 0.41, 0.44, 0.70, 0.41, 0.34, 0.29, 0.39],
  "homo_energy_ev": -13.6802,
  "energy_ha": -1290.2598,
  "total_charge": 1
}



2.
{
  "formula": "C5H13N3O",
  "method": "ωB97M-V/def2-TZVPD",
  "elements": ["H", "N", "C", "N", "C", "C", "C", "H", "H", "H", "H", "H", "H", "H", "H", "H", "N", "C", "O", "H", "H", "H"],
  "xyz": [[2.798, -0.685, 0.402], [2.291, -0.308, -0.391], [1.136, 0.141, -0.111], [0.394, 0.692, -1.139], [0.575, 0.350, 1.293], [0.516, 1.834, 1.665], [-0.804, -0.297, 1.427], [0.891, 0.739, -2.017], [-0.211, 1.468, -0.937], [1.261, -0.147, 1.989], [-0.251, 2.359, 1.092], [1.471, 2.317, 1.475], [0.266, 1.944, 2.718], [-1.185, -0.152, 2.435], [-1.506, 0.155, 0.729], [-0.740, -1.366, 1.235], [-1.802, -1.332, -1.794], [-0.540, -1.670, -2.161], [-0.061, -1.453, -3.245], [-2.173, -1.592, -0.896], [-2.336, -0.740, -2.422], [0.014, -2.257, -1.348]],
  "forces_ev_per_angstrom": [[-0.274, -0.005, 0.157], [0.128, -0.562, -0.262], [0.614, 1.525, 0.313], [0.131, -0.163, 0.168], [-0.194, -0.393, -0.146], [0.033, -0.123, -0.175], [0.181, 0.113, 0.177], [-0.075, -0.005, 0.043], [-0.043, -0.034, 0.064], [-0.033, 0.033, -0.160], [-0.026, 0.022, -0.015], [0.079, 0.086, 0.036], [0.004, 0.013, 0.056], [-0.089, -0.022, 0.103], [-0.082, -0.016, -0.056], [-0.090, -0.134, -0.053], [-0.202, 0.060, -0.320], [0.182, -1.073, 0.795], [0.101, 0.203, -0.117], [0.068, 0.141, -0.106], [0.106, -0.318, 0.287], [-0.521, 0.651, -0.788]],
  "mulliken_charge": [0.24, -0.83, 0.35, -0.35, 0.54, -1.46, -1.31, 0.31, 0.17, 0.34, 0.31, 0.34, 0.42, 0.46, 0.23, 0.29, -0.31, 0.14, -0.57, 0.24, 0.21, 0.26],
  "smiles": "[H]/N=C(/N)C(C)C.NC=O",
  "homo_energy_ev": -9.1605,
  "energy_ha": -437.8319
}



3.
{
  "formula": "C6H32N2O8",
  "method": "ωB97M-V/def2-TZVPD",
  "elements": ["C", "C", "C", "N", "C", "C", "C", "N", "H", "H", "H", "H", "H", "H", "H", "H", "H", "H", "H", "H", "H", "H", "H", "H", "O", "H", "H", "O", "H", "H", "O", "H", "H", "O", "H", "H", "O", "H", "H", "O", "H", "H", "O", "H", "H", "O", "H", "H"],
  "xyz": [[-0.012, 2.155, -1.899], [-0.362, 1.253, -0.713], [-0.394, -0.236, -1.085], [0.876, -0.911, -1.296], [1.305, -1.762, -0.210], [2.117, -1.185, 0.945], [3.029, -2.365, 1.436], [3.026, -0.129, 0.543], [-0.363, 3.176, -1.733], [1.071, 2.234, -1.939], [-0.371, 1.847, -2.884], [-1.263, 1.574, -0.198], [0.444, 1.376, 0.015], [-0.896, -0.711, -0.245], [-1.053, -0.333, -1.936], [1.615, -0.345, -1.685], [0.519, -2.468, 0.042], [1.866, -2.602, -0.663], [1.512, -0.920, 1.812], [3.595, -2.726, 0.580], [2.480, -3.204, 1.873], [3.731, -1.993, 2.179], [3.334, 0.445, 1.306], [3.754, -0.385, -0.104], [-3.429, 0.156, 0.141], [-4.319, -0.115, 0.382], [-3.364, 0.165, -0.833], [-3.108, -0.934, -2.375], [-2.971, -0.342, -3.115], [-2.809, -1.852, -2.483], [0.158, 2.440, 3.234], [1.059, 2.235, 3.505], [-0.273, 1.572, 3.211], [1.096, 4.245, 1.099], [0.397, 3.921, 1.680], [1.720, 3.512, 1.053], [-2.017, 0.610, 2.547], [-2.593, 0.878, 1.813], [-2.398, 1.176, 3.236], [3.361, 2.318, -0.979], [3.883, 1.705, -1.502], [3.450, 3.188, -1.384], [-1.660, -3.363, -2.102], [-1.167, -2.615, -2.460], [-1.598, -3.241, -1.141], [-2.792, -2.797, 0.389], [-3.036, -2.875, 1.315], [-2.605, -1.858, 0.247]],
  "forces_ev_per_angstrom": [[0.200, 0.562, 0.267], [0.925, -0.057, -0.260], [-0.199, 0.907, 0.590], [-0.712, -0.420, 0.164], [0.564, -0.974, -1.536], [1.742, -2.015, 0.516], [-0.620, 0.216, 0.271], [-1.434, 0.676, -0.271], [-0.034, -0.031, 0.015], [0.143, -0.039, -0.292], [-0.187, -0.286, 0.150], [-0.325, -0.167, -0.203], [-0.062, 0.048, 0.149], [-0.001, -0.401, 0.007], [0.084, -0.152, -0.275], [-0.087, 0.206, 0.226], [-0.889, 0.745, 0.926], [0.914, 0.695, -0.194], [-0.151, 0.664, -0.247], [0.112, -0.094, -0.021], [-0.055, -0.005, -0.089], [0.028, -0.013, 0.124], [0.302, 0.042, -0.079], [0.095, -0.229, 0.306], [0.193, 0.328, 0.202], [-0.103, -0.059, -0.322], [-0.198, -0.423, 0.313], [-0.857, 0.547, 0.544], [0.217, -0.627, -0.441], [-0.038, 0.095, -0.388], [0.111, -0.348, 0.198], [0.049, 0.198, 0.050], [-0.180, 0.167, -0.371], [0.124, 0.084, -0.109], [0.065, -0.159, 0.083], [-0.110, 0.015, -0.092], [-0.652, 0.692, 0.488], [0.390, -0.499, -0.605], [0.323, -0.306, 0.233], [-0.108, 0.326, 0.181], [0.033, 0.094, -0.102], [0.114, -0.120, -0.106], [0.016, 0.437, -0.177], [0.552, -0.266, 0.057], [-0.261, -0.220, -0.037], [0.167, -0.038, -0.099], [0.095, 0.036, 0.073], [-0.294, 0.171, 0.181]],
  "mulliken_charge": [-1.28, 0.09, -0.03, 0.00, -1.18, 0.52, -1.68, -0.36, 0.38, 0.20, 0.33, 0.27, -0.04, -0.05, -0.05, 0.25, 0.40, 0.47, 0.19, 0.44, 0.38, 0.39, 0.21, 0.24, -0.56, 0.25, 0.26, -0.64, 0.28, 0.38, -0.61, 0.31, 0.31, -0.64, 0.34, 0.28, -0.65, 0.29, 0.32, -0.55, 0.26, 0.28, -0.70, 0.36, 0.32, -0.66, 0.29, 0.39],
  "smiles": "CCCNC[C@@H](C)N.O.O.O.O.O.O.O.O",
  "homo_energy_ev": -8.3450,
  "energy_ha": -959.1932
}



4.
{
  "formula": "C2H6O2",
  "method": "ωB97M-V/def2-TZVPD",
  "elements": ["O", "C", "O", "H", "H", "C", "H", "H", "H", "H"],
  "xyz": [[-1.334, 1.139, -1.473], [-1.016, 1.025, -0.323], [-1.346, 1.876, 0.657], [-0.429, 0.153, -0.015], [-1.973, 2.499, 0.240], [2.981, -3.311, 0.808], [2.808, -4.165, 0.157], [3.631, -2.562, 0.358], [3.468, -3.748, 1.679], [2.055, -2.789, 1.036]],
  "forces_ev_per_angstrom": [[-0.249, 0.358, 0.016], [0.129, -0.547, -0.572], [-0.255, -0.120, -0.291], [0.094, 0.297, 0.611], [0.283, 0.010, 0.236], [0.217, -0.081, -0.016], [-0.134, 0.286, -0.368], [0.185, -0.283, -0.158], [-0.154, 0.401, 0.272], [-0.115, -0.322, 0.271]],
  "mulliken_charge": [-0.47, 0.25, -0.41, 0.29, 0.34, -0.88, 0.23, 0.23, 0.24, 0.19],
  "smiles": "O=CO.C",
  "homo_energy_ev": -11.0134,
  "energy_ha": -230.2776
}



5.
{
  "formula": "C8H20N4",
  "method": "ωB97M-V/def2-TZVPD",
  "elements": ["C", "N", "C", "C", "C", "N", "C", "C", "N", "C", "C", "N", "H", "H", "H", "H", "H", "H", "H", "H", "H", "H", "H", "H", "H", "H", "H", "H", "H", "H", "H", "H"],
  "xyz": [[-0.042, -2.030, 1.194], [-0.121, -1.484, -0.103], [-1.485, -1.561, -0.642], [-2.596, -0.836, 0.090], [-2.315, 0.657, 0.083], [-3.187, 1.582, -0.136], [-0.816, 0.951, 0.032], [0.534, -0.018, -0.301], [1.104, 0.097, -1.568], [1.503, 0.281, 0.825], [2.436, 1.448, 0.410], [3.369, 1.077, -0.699], [1.051, -2.284, 1.474], [-0.441, -1.402, 1.830], [-0.585, -2.949, 1.259], [0.510, -2.042, -0.728], [-1.808, -2.625, -0.731], [-1.477, -1.003, -1.599], [-3.573, -0.874, -0.361], [-2.453, -1.163, 1.085], [-4.210, 1.493, -0.125], [-2.998, 2.466, -0.395], [-0.721, 1.929, -0.580], [-0.561, 1.361, 1.088], [2.092, 0.511, -1.485], [0.643, 0.583, -2.342], [2.154, -0.585, 0.883], [1.162, 0.504, 1.760], [1.938, 2.329, 0.041], [3.169, 1.605, 1.199], [3.967, 1.827, -0.934], [3.758, 0.156, -0.524]],
  "forces_ev_per_angstrom": [[4.103, -3.907, -0.221], [1.235, 0.145, -2.441], [-1.159, 0.220, -2.647], [0.636, 2.311, 0.814], [2.282, -1.208, -1.420], [-1.596, -3.669, 1.069], [0.871, 3.434, 0.670], [-3.562, 1.487, 0.474], [-0.047, 0.152, 0.092], [2.704, -0.256, -3.595], [2.074, -0.830, -0.316], [-2.279, -1.426, 0.140], [-1.919, 0.563, -0.359], [-1.745, 3.204, 3.599], [-0.351, -0.717, -0.127], [-0.833, 0.443, 0.206], [0.499, 0.806, -0.277], [0.448, -1.235, -0.176], [-0.395, -1.336, 0.110], [-1.183, -0.369, 1.547], [0.358, -0.911, 0.187], [1.755, 3.966, -0.762], [0.148, -1.538, 0.731], [-0.710, -0.641, -1.442], [-0.371, -0.361, -0.298], [-0.377, -0.537, 0.652], [0.325, -0.160, 0.347], [-1.487, 0.224, 2.343], [-0.411, 0.471, 0.520], [-0.979, 0.727, 0.847], [1.075, 0.341, -0.173], [0.890, 0.610, -0.094]],
  "mulliken_charge": [-1.19, 0.10, -0.77, -0.78, 0.51, -0.25, -0.93, 0.83, -0.56, -1.65, -0.85, -0.60, 0.29, 0.65, 0.39, 0.46, 0.49, 0.39, 0.50, 0.44, 0.31, 0.20, 0.48, 0.46, 0.45, 0.28, 0.52, 0.63, 0.33, 0.45, 0.22, 0.22],
  "smiles": "C[N@H+]1CCC(=[NH2+])C[C@@]1(N)CCN",
  "homo_energy_ev": -15.8845,
  "energy_ha": -535.1571,
  "total_charge": 2
}



Number 1: LUMO energy -4.50 eV. Number 2: LUMO energy 0.74 eV. Number 3: LUMO energy 0.33 eV. Number 4: LUMO energy 0.77 eV. Number 5: LUMO energy -8.04 eV.